A molecular structure, C17H46AsMoN3O3P2S2Sb in a non-equilibrium geometry. Source: the Open Molecules 2025 dataset; level of theory: ωB97M-V with the def2-TZVPD basis set.

Geometry as ORCA input:
```
! wB97M-V def2-TZVPD RIJCOSX def2/J DEFGRID3
* xyz 3 1
Mo -0.52 0.03 -0.91
N -0.88 -1.33 1.28
N -2.19 -1.49 1.73
C -3.22 -1.12 0.97
N -4.44 -1.36 1.42
S -3.02 -0.35 -0.54
H -0.42 -2.23 1.35
H -0.37 -0.69 1.90
H -2.35 -2.00 2.59
H -4.62 -1.84 2.29
H -5.24 -1.08 0.87
C -2.21 -3.18 -1.90
P -1.25 -1.78 -2.56
C -2.16 -1.27 -4.04
C 0.24 -2.60 -3.21
C 1.05 -3.14 -2.04
P 1.29 -1.91 -0.69
C 1.51 -3.05 0.71
C 2.98 -1.29 -0.97
H -2.06 -4.04 -2.55
H -3.27 -2.93 -1.88
H -1.89 -3.44 -0.89
H -2.33 -2.14 -4.66
H -1.57 -0.54 -4.60
H -3.12 -0.83 -3.77
H 0.81 -1.89 -3.78
H -0.08 -3.39 -3.88
H 2.03 -3.48 -2.36
H 0.54 -4.00 -1.60
H 2.35 -3.69 0.46
H 0.64 -3.70 0.83
H 1.72 -2.51 1.63
H 3.67 -2.10 -0.75
H 3.18 -0.45 -0.31
H 3.11 -1.00 -2.01
C 2.96 -0.56 5.43
As 3.33 0.28 3.77
C 3.75 2.10 4.13
C 4.90 -0.52 3.07
S 1.69 0.11 2.43
H 3.79 -0.41 6.12
H 2.82 -1.62 5.25
H 2.06 -0.13 5.84
H 4.58 2.16 4.83
H 2.87 2.58 4.56
H 4.02 2.58 3.19
H 5.69 -0.48 3.82
H 5.22 0.03 2.19
H 4.69 -1.55 2.82
O 1.26 1.36 -0.95
C 1.55 0.99 -2.11
O 0.76 0.12 -2.64
H 2.41 1.38 -2.66
C -2.22 3.83 -1.17
Sb -1.60 2.19 -2.34
C -3.27 1.97 -3.60
C -0.20 3.11 -3.62
H -2.34 4.67 -1.86
H -1.47 4.10 -0.43
H -3.17 3.62 -0.69
H -3.67 2.97 -3.77
H -4.04 1.35 -3.13
H -2.97 1.53 -4.55
H -0.73 3.90 -4.16
H 0.20 2.39 -4.34
H 0.60 3.56 -3.04
C -0.05 3.11 1.74
C -1.03 2.04 1.55
C -2.26 1.98 2.35
O -0.82 1.16 0.68
H -0.58 4.07 1.70
H 0.76 3.05 1.03
H 0.34 3.00 2.76
H -2.39 2.88 2.94
H -2.21 1.12 3.03
H -3.12 1.83 1.69
*
```

Results
HOMO level (spin up / spin down)	-16.00 / -16.00	eV

Results of the Löwdin charge analysis, in e, for atoms 1 through 6: number 1, Mo, carries 1.0120; number 2, N, carries -0.0215; number 3, N, carries -0.0102; number 4, C, carries -0.7494; number 5, N, carries 0.1640; number 6, S, carries 0.6925

3 unconnected molecules or ions with the total composition C17H47BN7O6P2 in a non-equilibrium geometry. Source: the Open Molecules 2025 dataset; level of theory: ωB97M-V with the def2-TZVPD basis set.

Geometry as ORCA input:
```
! wB97M-V def2-TZVPD RIJCOSX def2/J DEFGRID3
* xyz -1 1
C -0.10 -1.10 -4.37
C -0.19 0.41 -4.63
O -0.76 1.15 -3.57
B -2.16 1.06 -3.51
O -2.80 2.01 -2.68
N -2.96 0.09 -4.15
C -3.57 0.57 -5.33
O -4.59 -0.35 -5.80
C -5.49 -0.65 -4.83
C -5.21 -1.86 -3.97
O -6.50 0.00 -4.69
H -0.75 -1.38 -3.55
H 0.93 -1.36 -4.14
H -0.47 -1.63 -5.24
H -0.65 0.62 -5.59
H 0.84 0.77 -4.72
H -3.57 1.53 -2.35
H -3.99 1.57 -5.15
H -2.86 0.65 -6.18
H -4.79 -1.47 -3.05
H -4.41 -2.42 -4.45
H -6.11 -2.44 -3.82
O -3.54 -1.48 0.09
P -2.48 -1.78 1.12
N -1.07 -1.71 0.14
C -0.36 -2.77 -0.54
C -0.75 -0.36 -0.34
N -3.05 -3.33 1.59
C -2.28 -4.56 1.65
C -4.42 -3.66 1.20
N -1.54 -1.68 2.64
C -1.85 -0.45 3.39
C -0.13 -1.97 2.73
H 0.73 -2.63 -0.41
H -0.57 -2.80 -1.61
H -0.58 -3.75 -0.13
H -0.18 0.20 0.43
H -1.66 0.20 -0.55
H -0.16 -0.37 -1.25
H -2.09 -4.97 0.65
H -2.83 -5.32 2.21
H -1.34 -4.44 2.18
H -4.49 -3.97 0.15
H -5.08 -2.81 1.34
H -4.81 -4.46 1.83
H -1.42 0.44 2.93
H -1.48 -0.51 4.42
H -2.93 -0.31 3.46
H 0.53 -1.20 2.29
H 0.11 -2.92 2.27
H 0.14 -2.06 3.79
O 2.17 0.89 2.69
P 3.06 2.10 2.49
N 3.15 2.05 0.78
C 4.13 1.40 -0.06
C 1.93 2.45 0.09
N 4.42 1.51 3.37
C 5.78 1.42 2.89
C 4.16 0.40 4.28
N 3.71 3.76 2.58
C 2.74 4.70 3.17
C 4.41 4.41 1.49
H 4.42 2.06 -0.89
H 3.74 0.46 -0.50
H 5.04 1.15 0.47
H 1.90 3.55 -0.02
H 1.04 2.15 0.63
H 1.86 2.03 -0.91
H 5.92 0.58 2.19
H 6.47 1.26 3.72
H 6.13 2.34 2.42
H 4.12 -0.56 3.75
H 3.23 0.54 4.82
H 4.96 0.34 5.03
H 1.91 4.92 2.49
H 3.22 5.64 3.45
H 2.31 4.27 4.08
H 3.75 4.72 0.67
H 5.21 3.80 1.08
H 4.88 5.31 1.89
*
```

Results
HOMO level	-2.66	eV

Results of the Löwdin charge analysis, in e, for atoms 1 through 6: number 1, C, carries -0.0812; number 2, C, carries -0.2748; number 3, O, carries 0.0209; number 4, B, carries -0.8694; number 5, O, carries 0.0869; number 6, N, carries 0.0946

A molecular structure, C17H47BaN2S3Si4 in a non-equilibrium geometry. Source: the Open Molecules 2025 dataset; level of theory: ωB97M-V with the def2-TZVPD basis set.

Geometry as ORCA input:
```
! wB97M-V def2-TZVPD RIJCOSX def2/J DEFGRID3
* xyz 1 1
Ba 0.60 1.34 -0.39
C -1.43 3.97 -3.07
C -2.56 2.90 -3.01
S -2.02 1.33 -2.27
C -3.30 0.84 -1.00
C -3.66 1.86 0.07
S -2.19 2.39 1.04
C -2.04 4.24 1.01
C -1.95 4.88 -0.36
S -0.61 4.36 -1.49
H -0.60 3.58 -3.74
H -1.89 4.88 -3.43
H -3.41 3.30 -2.46
H -2.90 2.73 -4.04
H -4.24 0.61 -1.44
H -2.84 -0.02 -0.52
H -4.15 2.71 -0.41
H -4.43 1.51 0.80
H -2.89 4.67 1.52
H -1.11 4.40 1.46
H -2.93 4.84 -0.94
H -1.93 5.96 -0.27
N 2.78 3.08 1.36
C 4.07 2.42 0.93
C 4.39 2.80 -0.53
N 3.46 2.20 -1.43
H 2.99 4.04 1.59
H 2.46 2.69 2.24
H 4.01 1.36 0.96
H 4.89 2.84 1.58
H 5.42 2.50 -0.78
H 4.38 3.87 -0.62
H 3.92 1.30 -1.80
H 3.48 2.68 -2.31
C -1.93 -1.38 3.30
Si -0.13 -1.47 2.59
C 0.59 0.27 2.90
C 0.83 -2.72 3.60
Si -0.16 -1.80 0.31
Si -1.70 -3.34 -0.47
C -0.75 -4.43 -1.69
C -3.17 -2.59 -1.53
C -2.42 -4.62 0.76
Si 1.97 -2.24 -0.47
C 3.23 -1.33 0.56
C 2.28 -1.55 -2.24
C 2.71 -3.93 -0.73
H -1.92 -1.62 4.45
H -2.59 -2.14 2.93
H -2.49 -0.45 3.16
H 0.42 0.41 3.96
H -0.05 0.97 2.30
H 1.67 0.37 2.74
H 1.33 -2.35 4.48
H 1.56 -3.19 2.93
H 0.15 -3.54 3.96
H -0.65 -3.92 -2.65
H -1.44 -5.21 -2.06
H 0.18 -4.85 -1.25
H -2.79 -1.80 -2.22
H -3.95 -2.20 -0.92
H -3.53 -3.43 -2.13
H -1.46 -5.06 1.21
H -2.95 -5.39 0.19
H -3.08 -4.24 1.48
H 3.17 -0.29 0.24
H 4.24 -1.72 0.43
H 3.14 -1.22 1.66
H 2.62 -0.54 -2.37
H 1.42 -1.71 -2.86
H 3.12 -2.14 -2.70
H 2.60 -4.52 0.25
H 3.75 -3.63 -0.78
H 2.40 -4.52 -1.60
*
```

Results
HOMO level	-8.64	eV

Results of the Löwdin charge analysis, in e, for atoms 1 through 6: number 1, Ba, carries 1.2806; number 2, C, carries -0.5111; number 3, C, carries -0.5032; number 4, S, carries 0.7384; number 5, C, carries -0.5072; number 6, C, carries -0.4858